Record 1
Below is a structure of composition C11H26Br2N4V, with properties calculated with ωB97M-V with the def2-TZVPD basis set.

Cartesian coordinates (Å):
V  -0.3059  0.0269  0.8338
C  0.2785  -2.0401  -1.8209
C  1.1807  -0.8093  -1.5629
N  1.4501  -0.5785  -0.1071
C  2.5091  0.4487  0.1626
C  1.8952  1.8384  0.1620
N  0.7255  1.8500  1.1052
C  -0.1142  3.0895  1.0627
C  -0.7262  3.3820  -0.3048
C  -1.3123  2.2185  -1.1260
N  -1.7002  0.9902  -0.3472
C  -2.4097  0.0023  -1.2312
C  -2.5990  -1.3045  -0.4950
N  -1.3195  -1.7240  0.1704
C  -0.4674  -2.6566  -0.6393
H  0.8951  -2.8473  -2.2167
H  -0.4202  -1.8039  -2.6224
H  0.7207  0.0928  -1.9707
H  2.1223  -0.9443  -2.0945
H  1.7862  -1.4575  0.2796
H  3.3190  0.3870  -0.5647
H  2.9279  0.2295  1.1442
H  1.5289  2.0900  -0.8331
H  2.6341  2.5897  0.4329
H  1.1209  1.8041  2.0456
H  0.4639  3.9590  1.3725
H  -0.8925  2.9555  1.8118
H  0.0156  3.8744  -0.9322
H  -1.4974  4.1311  -0.1338
H  -0.5965  1.8841  -1.8745
H  -2.1823  2.5668  -1.6765
H  -2.3735  1.2842  0.3653
H  -1.7911  -0.1386  -2.1153
H  -3.3713  0.3846  -1.5654
H  -2.9701  -2.0659  -1.1800
H  -3.3475  -1.1822  0.2866
H  -1.5868  -2.2586  0.9926
H  -1.0763  -3.4768  -1.0208
H  0.2430  -3.0982  0.0620
Br  0.5251  -1.1453  3.1667
C  1.4413  -2.8700  3.3645
Br  2.5505  -3.3173  1.8846
H  0.6720  -3.6162  3.4849
H  2.0541  -2.7441  4.2447

Properties
Calculated total energy   -6745.2556 Ha
Multiplicity   2
HOMO-LUMO gap (alpha / beta)   8.369 / 7.837 eV
Highest occupied orbital energy (alpha / beta)   -14.37 / -13.74 eV
Total charge   +2
E_LUMO (alpha / beta)   -6.00 / -5.90 eV

Löwdin atomic charge list, values in e, 5 entries:
1. V 0.65
2. C -0.13
3. C -0.15
4. N -0.17
5. C -0.15


Record 2
Below is a structure of composition C11H26CrN6O2SSe4, with properties calculated with ωB97M-V with the def2-TZVPD basis set.

Cartesian coordinates (Å):
Cr  0.7849  -2.1447  -0.2394
Se  -0.2384  -3.4558  -1.9324
Se  0.4952  -5.6757  -1.7445
Se  1.0719  -5.5944  0.5036
Se  2.4973  -3.7696  0.3124
N  1.9616  -0.7556  0.9907
C  1.0838  -0.0289  1.9418
C  1.6340  -0.2214  3.3652
C  0.8853  0.3799  4.5623
C  0.6903  1.8956  4.5756
N  -0.3448  2.2537  3.6031
C  -0.4098  3.3618  2.9017
N  -1.1906  3.3938  1.8133
N  0.3081  4.4430  3.2370
C  -0.3573  -0.5451  1.7777
O  -1.3018  0.0950  2.2475
O  -0.4846  -1.6398  1.1348
H  2.6052  -1.3597  1.4923
H  2.5194  -0.1210  0.4323
H  1.0836  1.0248  1.6681
H  2.6602  0.1581  3.3663
H  1.7019  -1.3011  3.5313
H  1.4481  0.1219  5.4599
H  -0.0921  -0.0957  4.6683
H  1.6267  2.4097  4.3369
H  0.3818  2.2038  5.5749
H  -0.8529  1.4457  3.1968
H  -1.6307  2.5416  1.4991
H  -1.3231  4.2315  1.2785
H  0.7558  4.4875  4.1346
H  0.1744  5.3119  2.7502
C  1.5563  -0.1070  -4.1562
N  0.1700  -0.5663  -4.0527
C  -0.1429  -1.6016  -5.0521
C  -0.5373  -0.4081  -2.9166
S  0.2529  0.0598  -1.4344
N  -1.8659  -0.5318  -2.9356
C  -2.6874  -0.3479  -4.1349
C  -2.6593  -0.7285  -1.7177
H  1.7820  0.0134  -5.2151
H  2.2431  -0.8405  -3.7300
H  1.6921  0.8435  -3.6540
H  0.7312  -2.2450  -5.1472
H  -0.3661  -1.1624  -6.0249
H  -0.9599  -2.2271  -4.7267
H  -2.1460  0.2133  -4.8888
H  -3.5649  0.2275  -3.8444
H  -3.0258  -1.2961  -4.5493
H  -2.0689  -1.1722  -0.9276
H  -3.4825  -1.3995  -1.9562
H  -3.0639  0.2254  -1.3756

Properties
Energy relative to the best compared isomer or geometry (same formula, charge and spin)   0.0 kcal per mole
Calculated total energy   -11962.0951 Ha
Multiplicity   4
HOMO-LUMO gap (alpha / beta)   6.209 / 6.948 eV
Highest occupied orbital energy (alpha / beta)   -9.31 / -9.52 eV
Total charge   +1
E_LUMO (alpha / beta)   -3.11 / -2.57 eV

Löwdin atomic charge list, values in e, 5 entries:
1. Cr 0.03
2. Se 0.14
3. Se 0.03
4. Se 0.01
5. Se 0.12


Record 3
Below is a structure of composition C11H26CrN6O7, with properties calculated with ωB97M-V with the def2-TZVPD basis set.

Cartesian coordinates (Å):
O  0.2243  4.5795  -1.7387
H  0.7766  5.3708  -1.8227
Cr  -0.0470  0.0771  0.0196
N  -0.5069  -1.5378  -1.0753
N  -1.3336  0.8578  -1.2218
N  1.1273  -0.8886  1.3318
N  0.4700  1.5336  1.2035
O  -0.0491  -2.7313  -0.8181
O  1.2739  -2.2465  1.3863
O  -0.1549  2.7674  1.1159
O  -1.7008  2.0907  -1.0626
C  -1.9907  -0.0161  -2.0281
C  -1.5072  -1.3597  -1.9688
C  1.4921  -0.1826  2.4068
C  1.0810  1.1877  2.3507
C  -2.0549  -2.5193  -2.7263
H  -2.3744  -3.3257  -2.0522
H  -1.3071  -2.9339  -3.4159
H  -2.9176  -2.2093  -3.3214
C  -3.1696  0.4574  -2.7901
H  -2.9064  1.3513  -3.3667
H  -3.9887  0.7204  -2.1060
H  -3.5236  -0.3195  -3.4706
C  2.1705  -0.8038  3.5750
C  1.2734  2.1399  3.4657
H  2.6953  -1.7229  3.2946
H  1.4617  -1.0502  4.3803
H  2.8950  -0.0999  3.9985
H  0.5768  2.9771  3.3734
H  2.2984  2.5292  3.4457
H  1.1255  1.6508  4.4364
H  0.7727  -2.5666  0.5383
H  -0.7508  2.6725  0.2896
C  1.0683  3.4291  -2.0229
H  0.4038  2.6840  -2.4518
H  1.5639  3.0729  -1.1179
H  1.8268  3.6852  -2.7622
O  2.0321  0.0471  -1.4466
H  2.6732  -0.2590  -0.7788
H  1.8329  -0.7665  -1.9507
C  -4.0454  -1.9790  1.1184
N  -3.6544  -1.0337  2.1447
C  -2.5176  -0.3162  2.0786
N  -2.2790  0.5308  3.1176
O  -1.7150  -0.4579  1.1159
H  -3.2639  -2.0078  0.3486
H  -4.9982  -1.6740  0.6644
H  -4.1661  -2.9793  1.5536
H  -4.2659  -0.8880  2.9404
H  -1.5470  1.2179  3.0276
H  -3.0235  0.6856  3.7901

Properties
Energy relative to the best compared isomer or geometry (same formula, charge and spin)   6.5 kcal per mole
Calculated total energy   -2334.0892 Ha
Multiplicity   4
HOMO-LUMO gap (alpha / beta)   5.748 / 5.588 eV
Highest occupied orbital energy (alpha / beta)   -10.22 / -10.36 eV
Total charge   +1
E_LUMO (alpha / beta)   -4.47 / -4.77 eV

Löwdin atomic charge list, values in e, 5 entries:
1. O -0.13
2. H 0.08
3. Cr 0.97
4. N -0.22
5. N -0.22


Record 4
Below is a structure of composition C11H26EuN3OP2, with properties calculated with ωB97M-V with the def2-TZVPD basis set.

Cartesian coordinates (Å):
C  0.3884  0.8371  -4.3102
C  0.1414  0.0593  -5.4103
C  -0.1974  -1.3452  -5.4622
C  -0.3030  -2.3045  -4.3754
C  -0.1182  -2.0889  -3.0210
Eu  -0.0391  -0.0677  -2.1289
P  0.1509  2.6995  -1.5699
H  0.7021  1.8827  -4.4386
H  0.1925  0.4901  -6.4418
H  -0.3664  -1.7863  -6.4661
H  -0.1817  -2.8113  -2.1921
H  -0.5448  -3.3314  -4.7004
H  -0.9749  3.1530  -0.7698
H  0.3128  3.6486  -2.6238
H  1.3086  3.0471  -0.8058
C  1.8017  1.6840  1.1788
N  1.0233  0.8606  2.1104
C  0.9774  1.5224  3.4275
P  -0.1379  -0.2217  1.6196
O  -0.0818  -0.3299  0.1351
N  0.3735  -1.7221  2.1867
C  0.3771  -2.8335  1.1720
C  1.6669  -1.6937  2.8995
N  -1.7590  0.1241  1.9686
C  -2.1649  1.5561  2.0040
C  -2.7279  -0.6335  1.1032
H  2.7471  1.9636  1.6490
H  1.2329  2.6120  1.0080
H  2.0031  1.1808  0.2102
H  0.4351  2.4528  3.3033
H  0.5184  0.8824  4.1987
H  2.0034  1.7549  3.7070
H  1.0940  -2.6525  0.3381
H  0.7159  -3.7332  1.7313
H  -0.6164  -3.0040  0.7592
H  2.5004  -1.3889  2.2251
H  1.6154  -0.9928  3.7289
H  1.8362  -2.7325  3.2449
H  -2.1070  2.0461  1.0222
H  -3.2164  1.5407  2.3053
H  -1.5854  2.1031  2.7473
H  -2.8593  -0.1810  0.1074
H  -2.4487  -1.6804  1.0043
H  -3.6884  -0.5662  1.6207

Properties
Calculated total energy   -2066.9906 Ha
Multiplicity   8
HOMO-LUMO gap (alpha / beta)   2.374 / 2.768 eV
Highest occupied orbital energy (alpha / beta)   -0.18 / -0.69 eV
Total charge   -1
E_LUMO (alpha / beta)   2.19 / 2.08 eV

Löwdin atomic charge list, values in e, 5 entries:
1. C -0.38
2. C -0.40
3. C -0.27
4. C -0.37
5. C -0.41


Record 5
Below is a cluster of 2 separate species, C11H26N3O in total, with properties calculated with ωB97M-V with the def2-TZVPD basis set.

Cartesian coordinates (Å):
N  3.6684  0.3762  0.9761
C  3.1273  -0.1727  -0.2642
C  1.6023  -0.3371  -0.1799
C  0.8662  0.1266  -1.4508
C  0.2835  1.5471  -1.2825
C  -1.2268  1.7299  -1.0418
C  -1.4671  2.9462  -0.1255
C  -2.3397  2.4426  1.0690
C  -2.5725  1.0556  0.6861
N  -2.0375  0.6610  -0.3855
C  -2.3471  -0.6975  -0.9067
C  -1.6849  -1.8507  -0.1842
C  -2.1455  -2.0944  1.2584
N  -1.1024  -1.6662  2.2101
H  3.0503  1.0638  1.3828
H  4.5869  0.7724  0.8299
H  3.5358  -1.1709  -0.3822
H  3.4248  0.3803  -1.1544
H  1.4032  -1.3709  0.0740
H  1.2663  0.2423  0.6752
H  0.1466  -0.5919  -1.8135
H  1.6139  0.2026  -2.2256
H  0.8654  2.0482  -0.5256
H  0.4851  2.0750  -2.2046
H  -1.7152  2.0136  -1.9613
H  -0.5649  3.3565  0.3127
H  -1.8920  3.7860  -0.6486
H  -3.3178  2.8960  0.9261
H  -1.9413  2.5965  2.0563
H  -3.2166  0.4559  1.3025
H  -2.0567  -0.7084  -1.9467
H  -3.4213  -0.8216  -0.8717
H  -1.9408  -2.7316  -0.7580
H  -0.6087  -1.7975  -0.1873
H  -2.2552  -3.1623  1.3836
H  -3.1027  -1.6274  1.4739
H  -0.5882  -0.8676  1.8534
H  -1.5052  -1.3630  3.0910
O  5.2687  -3.5047  -0.1668
H  4.9520  -2.6563  0.1611
H  4.9033  -3.5814  -1.0547

Properties
Energy relative to the best compared isomer or geometry (same formula, charge and spin)   2.8 kcal per mole
Calculated total energy   -673.9504 Ha
Multiplicity   1
HOMO-LUMO gap   7.964 eV
Highest occupied orbital energy   -11.90 eV
Total charge   +1
E_LUMO   -3.94 eV

Löwdin atomic charge list, values in e, 5 entries:
1. N 0.00
2. C -0.27
3. C -0.19
4. C -0.17
5. C -0.11


Record 6
Below is a structure of composition C11H26N3O3P, with properties calculated with ωB97M-V with the def2-TZVPD basis set.

Cartesian coordinates (Å):
O  -0.8545  -2.0065  1.7027
O  -0.4437  1.2782  1.2336
O  0.7972  -0.9078  0.5853
C  0.2241  -1.4342  1.6518
N  1.0186  -1.5458  2.7695
N  0.8749  1.1483  -1.0203
N  -1.5322  -0.1446  -0.6835
C  2.2247  -0.7644  2.9280
C  0.5521  -2.3049  3.9021
C  1.6783  3.2444  -0.2365
C  2.6758  0.8491  -2.6823
C  -2.1584  -1.5308  -2.6072
C  -3.3745  -0.1648  0.8422
C  0.6683  2.6227  -1.1884
C  1.3485  0.3265  -2.1443
C  -1.4566  -1.5083  -1.2813
C  -2.7723  0.5735  -0.3393
P  -0.1034  0.3365  0.1632
H  2.6627  -0.4456  1.9655
H  3.0751  -1.3207  3.3883
H  2.0353  0.1250  3.5140
H  -0.4239  -1.9016  4.2527
H  0.4954  -3.3547  3.6536
H  1.2461  -2.2434  4.7344
H  1.4522  2.9703  0.8011
H  1.6110  4.3404  -0.3104
H  2.7062  2.9076  -0.4393
H  3.4000  0.9477  -1.8867
H  3.1054  0.1584  -3.4433
H  2.5095  1.8202  -3.1072
H  -1.7419  -0.7979  -3.2535
H  -3.2384  -1.3389  -2.4687
H  -2.0399  -2.5112  -3.0990
H  -2.8658  0.0732  1.7655
H  -3.3749  -1.2544  0.7258
H  -4.3974  0.1595  0.9260
H  0.9428  2.9422  -2.2191
H  -0.3660  2.9785  -0.9280
H  1.4843  -0.6966  -1.8574
H  0.6382  0.2750  -2.9738
H  -0.4119  -1.7738  -1.4664
H  -1.8748  -2.2889  -0.6069
H  -3.4312  0.5712  -1.1960
H  -2.5655  1.5913  -0.0662

Properties
Energy relative to the best compared isomer or geometry (same formula, charge and spin)   0.0 kcal per mole
Calculated total energy   -1166.1340 Ha
Multiplicity   1
HOMO-LUMO gap   9.062 eV
Highest occupied orbital energy   -8.25 eV
Total charge   0
E_LUMO   0.81 eV

Löwdin atomic charge list, values in e, 5 entries:
1. O 0.09
2. O -0.24
3. O -0.03
4. C -0.60
5. N -0.13